[1]
The following is a quantum chemistry calculation of C7H7N as an isolated structure in a non-equilibrium geometry, from the Open Molecules 2025 dataset.

## Properties
Gap between HOMO and LUMO in Eh: 0.2872
LUMO energy in eV: 0.6
HOMO level in Eh: -0.265
Net charge: 0

Geometry as XYZ:
```
15
Properties=species:S:1:pos:R:3:forces:R:3:nbo_charge:R:1
C 1.9851 -0.3596 -0.4827 4.537 -0.924 -2.802 -0.269
C 1.2830 0.3932 -1.0731 1.815 1.468 -4.750 -0.162
C -1.4526 -0.9793 -0.3234 -1.180 -4.907 -1.285 0.002
C -1.6448 0.3027 -0.2461 -5.233 3.469 -3.946 -0.281
C -0.6845 1.1360 0.1779 1.376 5.292 6.347 -0.271
C 0.4571 0.6485 0.8671 -5.527 -0.509 1.274 -0.210
C 0.5280 -0.7462 0.7782 -1.468 -2.067 2.312 0.024
H 2.7917 -0.9755 -0.0989 -0.688 0.547 -0.102 0.263
H 0.6234 1.0903 -1.5760 0.631 -0.889 0.168 0.260
H -2.2077 -1.7698 -0.7095 1.176 1.731 0.461 0.198
H -2.6169 0.6821 -0.8088 1.960 -0.359 1.662 0.218
H -0.9727 2.2747 0.5841 0.787 -2.852 -1.932 0.233
H 1.0281 1.2336 1.4986 1.243 1.083 0.831 0.227
H 1.2256 -1.4461 1.2790 0.044 1.239 0.129 0.220
N -0.3426 -1.4846 0.1335 0.527 -2.323 1.631 -0.452
```
Positions in Å, forces in eV/Å.


[2]
The following is a quantum chemistry calculation of a single C7H7N molecule in a non-equilibrium geometry, from the Open Molecules 2025 dataset.

## Properties
Gap between HOMO and LUMO in Eh: 0.3947
LUMO energy in eV: 0.8
Structure (SMILES): [H]/N=C(/C)C(C#C)C#C
HOMO level in Eh: -0.364
Net charge: 0

Geometry as XYZ:
```
15
Properties=species:S:1:pos:R:3:forces:R:3:nbo_charge:R:1
H 1.9201 1.0874 -1.7659 -0.330 -0.100 -0.128 0.335
N 2.1123 0.6744 -0.8583 0.590 0.262 -0.073 -0.597
C 1.1377 0.1214 -0.2896 0.187 -0.140 0.089 0.320
C 1.3265 -0.4977 1.0549 0.014 -0.104 0.185 -0.677
C -0.2550 0.0435 -0.8629 -2.335 3.584 1.893 -0.342
C -0.9955 -1.1481 -0.5630 -0.421 -0.842 -0.004 -0.016
C -1.6485 -2.1120 -0.2821 0.482 0.458 -0.172 -0.193
C -1.1534 1.2923 -0.0362 2.439 -2.966 -2.351 0.001
C -1.7533 2.1947 0.4618 -0.021 -0.061 0.068 -0.276
H 0.4977 -0.2283 1.7103 0.011 -0.058 0.067 0.231
H 1.3438 -1.5852 0.9607 -0.080 -0.002 0.038 0.235
H 2.2699 -0.1693 1.4831 -0.028 0.031 -0.039 0.241
H -0.3106 0.3308 -1.9126 0.105 -0.066 0.064 0.263
H -2.1947 -2.9696 -0.0208 -0.319 -0.440 0.105 0.238
H -2.2971 2.9657 0.9206 -0.293 0.444 0.259 0.237
```
Positions in Å, forces in eV/Å.


[3]
The following is a quantum chemistry calculation of C7H7N as an isolated structure in a non-equilibrium geometry, from the Open Molecules 2025 dataset.

## Properties
Gap between HOMO and LUMO in Eh: 0.3206
LUMO energy in eV: -0.3
HOMO level in Eh: -0.331
Net charge: 0

Geometry as XYZ:
```
15
Properties=species:S:1:pos:R:3:forces:R:3:nbo_charge:R:1
C 1.0104 2.0273 -1.4631 7.451 7.815 2.454 0.237
C 0.5030 0.8106 -0.5767 -2.201 6.797 0.223 -0.119
C -0.2971 1.3116 0.4908 2.327 -5.764 -1.600 -0.114
C -0.4564 -0.0038 1.4169 0.767 -0.830 2.345 -0.427
C -0.7763 -1.1657 0.4850 -6.072 -1.755 1.975 -0.472
C 0.0006 -1.4596 -0.6877 -3.202 -6.806 0.901 -0.138
C 0.6462 -0.4932 -1.0769 7.092 4.117 -5.563 -0.273
H -0.3560 2.3406 0.6714 -0.354 1.128 0.532 0.239
H 0.6302 -0.1238 1.7153 -1.205 0.035 0.678 0.206
H -1.2351 -0.3101 2.4609 2.404 2.052 -3.270 0.246
H -1.0758 -2.1727 1.0026 0.815 1.999 -0.305 0.238
H -1.8685 -0.7354 0.2538 1.555 -1.372 -0.677 0.217
H 0.0641 -2.4434 -1.3107 -0.449 1.636 1.848 0.236
H 1.4052 -0.6872 -1.9186 -1.228 0.924 1.104 0.228
N 1.8054 3.1048 -1.4630 -7.700 -9.977 -0.644 -0.304
```
Positions in Å, forces in eV/Å.


[4]
The following is a quantum chemistry calculation of a single C7H7N molecule in a non-equilibrium geometry, from the Open Molecules 2025 dataset.

## Properties
Gap between HOMO and LUMO in Eh: 0.4086
LUMO energy in eV: 0.8
Structure (SMILES): C#CC1(C#N)CCC1
HOMO level in Eh: -0.378
Net charge: 0

Geometry as XYZ:
```
15
Properties=species:S:1:pos:R:3:forces:R:3:nbo_charge:R:1
C -0.7859 2.5778 -0.0709 0.452 1.574 0.507 -0.185
C -0.4776 1.4346 0.0399 -0.074 -1.671 -0.481 -0.024
C -0.1508 0.0191 0.0106 1.270 -1.771 0.334 -0.232
C -1.2930 -0.9193 0.0893 -0.606 0.417 -1.209 0.295
N -2.1579 -1.6685 -0.0771 0.688 0.440 0.540 -0.315
C 0.9601 -0.4688 -1.1185 -0.845 2.247 0.358 -0.348
C 2.0376 -0.4033 -0.0228 -1.103 -0.056 1.783 -0.407
C 0.9488 -0.4109 1.1174 -2.208 0.552 0.840 -0.368
H -0.7850 3.6425 0.0418 -0.414 -0.208 -0.266 0.241
H 1.1799 0.2931 -1.9242 -0.670 -0.974 0.728 0.226
H 0.5529 -1.3876 -1.5256 0.708 -0.319 0.041 0.233
H 2.7814 -1.1583 0.1013 0.416 -0.633 -0.232 0.219
H 2.5128 0.5462 0.0084 0.529 0.851 -0.459 0.216
H 0.6708 0.2016 2.0912 1.913 -0.580 -1.945 0.233
H 0.7580 -1.4329 1.4769 -0.056 0.132 -0.541 0.216
```
Positions in Å, forces in eV/Å.


Q: Look up the HOMO level of the fourth one.
A: -0.378 Eh